Version 1
Below is a cluster of 11 separate species, H22O11 in total, with properties calculated with wB97M-V/def2-TZVPD.

The expectation value of S² is 0.754. As for the total charge: +1. The gap between HOMO and LUMO (alpha / beta) comes out at 9.767 / 2.761 eV. The spin multiplicity is 2. As for the HOMO energy (alpha / beta): -13.67 / -13.61 eV.

Each line ends with the Mulliken spin population.
CARTESIAN COORDINATES (ANGSTROEM)
O: 2.7814 1.5802 -0.6364  0.002
H: 2.2775 0.8679 -1.0299  0.000
H: 3.1751 2.0354 -1.3807  0.000
O: -0.8098 -2.1668 2.4639  0.870
H: -0.9100 -1.2335 2.6513  -0.016
H: 0.0852 -2.3712 2.7347  -0.018
O: -0.3833 0.1157 0.2135  0.057
H: -0.4787 -0.5391 -0.4782  0.000
H: 0.4167 -0.1368 0.6743  0.005
O: 1.2106 0.4940 -2.5659  0.001
H: 0.7292 0.0211 -3.2449  0.000
H: 1.1573 1.4126 -2.8295  0.000
O: -0.0532 3.1911 -1.0118  0.005
H: 0.1071 2.2563 -0.8832  0.000
H: 0.0831 3.3314 -1.9488  0.000
O: -2.5667 1.3003 -1.0314  0.007
H: -1.7252 1.0791 -0.6323  -0.001
H: -3.2126 1.1079 -0.3517  0.000
O: 0.4407 -3.1555 -1.9874  0.000
H: -0.5060 -3.0385 -2.0671  0.000
H: 0.7427 -3.2865 -2.8862  0.000
O: -1.2677 0.2185 2.8992  0.085
H: -0.6970 0.9699 2.7382  -0.005
H: -1.9553 0.2933 2.2375  -0.002
O: 1.7919 -0.4076 1.9147  0.006
H: 1.9632 -0.7885 2.7760  0.000
H: 2.6243 -0.4845 1.4484  -0.001
O: -2.3466 -2.6430 -1.4461  -0.001
H: -2.3360 -3.4409 -0.9174  0.000
H: -3.2252 -2.6179 -1.8251  0.000
O: 0.8430 2.0765 2.5002  0.007
H: 0.7171 2.6377 1.7351  0.000
H: 1.3272 1.3212 2.1668  -0.001

Version 2
Below is a cluster of 11 separate species, H22O11 in total, with properties calculated with wB97M-V/def2-TZVPD.

The expectation value of S² is 0.756. As for the total charge: +1. The gap between HOMO and LUMO (alpha / beta) comes out at 10.609 / 2.887 eV. The spin multiplicity is 2. As for the HOMO energy (alpha / beta): -14.40 / -14.13 eV.

Each line ends with the Mulliken spin population.
CARTESIAN COORDINATES (ANGSTROEM)
O: 2.1779 -1.0742 -1.4779  0.003
H: 2.2498 -1.8045 -0.8633  0.000
H: 2.7840 -1.2950 -2.1850  0.000
O: -2.5761 -0.2731 3.5149  0.029
H: -2.7752 -1.1817 3.7407  -0.001
H: -2.2996 -0.3084 2.5992  -0.001
O: 2.2960 1.1383 -3.1318  0.000
H: 1.4583 1.4513 -3.4734  0.000
H: 2.0858 0.7856 -2.2671  -0.001
O: -1.6104 -0.7839 -1.1872  0.532
H: -1.3171 -1.3306 -0.4582  -0.026
H: -2.3188 -0.2549 -0.8206  -0.012
O: 3.4389 -0.0934 1.2618  0.032
H: 2.8746 -0.4970 0.6023  -0.001
H: 3.4907 0.8267 1.0028  -0.001
O: -1.0744 2.7494 2.0952  0.000
H: -1.3770 3.6574 2.0856  0.000
H: -0.2567 2.7637 1.5977  0.000
O: -2.9344 0.8966 0.4818  0.024
H: -2.5502 1.6248 0.9700  -0.001
H: -3.7606 1.2430 0.1447  0.000
O: 1.3683 2.9975 0.3413  0.017
H: 2.3142 3.1407 0.3105  0.000
H: 1.2576 2.0750 0.1112  0.000
O: -0.4844 -3.1676 -2.5215  0.287
H: -0.6615 -2.3707 -2.0217  -0.007
H: 0.2814 -2.9519 -3.0538  -0.007
O: 0.3978 0.4899 0.1457  0.104
H: 0.4500 -0.2170 -0.4976  0.015
H: -0.5224 0.5076 0.4087  -0.007
O: -1.0086 -2.6542 0.6431  0.024
H: -1.3407 -3.3378 1.2250  -0.001
H: -0.0570 -2.7516 0.6770  -0.001

Relative to the most stable one, in eV, the structures come out at version 1 0.000; version 2 0.597.